{
  "formula": "C27H31BrGeMgN7O2",
  "method": "the ωB97M-V functional and the def2-TZVPD basis",
  "total_charge": -1,
  "total_energy_ev": -175032.557,
  "e_homo_ha": [-0.0905, -0.0704],
  "lumo_ev": [2.58, 2.38],
  "de_lowest_kcal_mol": 26.6,
  "gap_ha": [0.1853, 0.1578],
  "multiplicity": 1,
  "species": ["Mg", "O", "C", "C", "C", "C", "C", "C", "C", "O", "N", "N", "C", "C", "C", "C", "C", "C", "N", "H", "H", "H", "H", "H", "H", "H", "H", "H", "H", "C", "C", "C", "C", "C", "Br", "N", "C", "H", "H", "H", "H", "H", "H", "N", "C", "C", "N", "C", "C", "N", "H", "H", "H", "H", "H", "C", "Ge", "C", "C", "C", "H", "H", "H", "H", "H", "H", "H", "H", "H", "H"],
  "xyz": [[0.870, -0.585, -0.322], [-2.359, -2.847, -2.634], [-2.260, -2.055, -3.727], [-3.160, -2.215, -4.774], [-3.049, -1.448, -5.922], [-2.037, -0.503, -6.029], [-1.153, -0.321, -4.991], [-1.237, -1.090, -3.827], [-0.237, -0.941, -2.780], [-0.249, -1.694, -1.714], [0.717, -0.054, -3.017], [1.618, -0.057, -2.053], [2.696, 0.704, -2.061], [3.616, 0.413, -1.058], [4.868, 1.069, -0.930], [5.785, 0.608, -0.034], [5.447, -0.495, 0.779], [4.171, -1.008, 0.672], [3.258, -0.594, -0.191], [-1.582, -2.584, -2.062], [-3.947, -2.950, -4.675], [-3.749, -1.582, -6.736], [-1.942, 0.094, -6.925], [-0.359, 0.406, -5.055], [2.854, 1.465, -2.821], [5.077, 1.904, -1.585], [6.762, 1.065, 0.057], [6.162, -0.921, 1.469], [3.859, -1.824, 1.321], [-4.233, -1.950, 0.005], [-3.276, -0.897, -0.459], [-3.531, -0.172, -1.646], [-2.644, 0.822, -2.015], [-1.517, 1.000, -1.239], [-0.394, 2.505, -1.545], [-1.210, 0.292, -0.152], [-2.123, -0.621, 0.230], [-5.213, -1.520, 0.217], [-3.855, -2.434, 0.902], [-4.352, -2.701, -0.773], [-4.393, -0.402, -2.251], [-2.802, 1.425, -2.896], [-1.856, -1.159, 1.132], [-0.663, 4.495, 1.968], [0.421, 3.636, 1.915], [0.223, 2.271, 1.936], [1.283, 1.404, 2.044], [2.523, 1.990, 1.994], [2.655, 3.344, 1.916], [1.636, 4.212, 1.910], [-1.497, 4.137, 1.531], [-0.433, 5.436, 1.684], [-0.754, 1.823, 1.861], [3.375, 1.332, 2.041], [3.641, 3.780, 1.857], [1.234, -1.075, 5.121], [0.030, -0.679, 3.553], [-1.444, 0.489, 4.249], [-0.798, -2.472, 3.243], [1.124, 0.037, 2.064], [0.625, -1.353, 5.976], [1.857, -0.234, 5.406], [1.883, -1.915, 4.887], [-1.840, 0.039, 5.156], [-2.258, 0.568, 3.533], [-1.094, 1.489, 4.489], [-0.562, -3.108, 4.092], [-0.428, -2.955, 2.343], [-1.881, -2.402, 3.180], [2.102, -0.436, 2.162]]
}

***

{
  "formula": "C27H31FN6O2",
  "method": "the ωB97M-V functional and the def2-TZVPD basis",
  "total_energy_ev": -44257.294,
  "e_homo_ha": -0.2931,
  "lumo_ev": 0.62,
  "gap_ha": 0.3160,
  "multiplicity": 1,
  "smiles": "Cn1c(=O)c2c(nc(CN3CCN(c4ccccc4F)CC3)n2CCCc2ccccc2)n(C)c1=O",
  "species": ["C", "N", "C", "O", "C", "C", "N", "C", "C", "N", "C", "C", "N", "C", "C", "C", "C", "C", "C", "F", "C", "C", "N", "C", "C", "C", "C", "C", "C", "C", "C", "C", "N", "C", "C", "O", "H", "H", "H", "H", "H", "H", "H", "H", "H", "H", "H", "H", "H", "H", "H", "H", "H", "H", "H", "H", "H", "H", "H", "H", "H", "H", "H", "H", "H", "H", "H"],
  "xyz": [[-6.439, -1.695, 1.153], [-5.453, -0.716, 0.727], [-4.511, -1.120, -0.223], [-4.506, -2.247, -0.685], [-3.612, -0.054, -0.543], [-3.719, 1.207, 0.024], [-2.771, 2.030, -0.470], [-2.086, 1.294, -1.332], [-0.913, 1.817, -2.088], [0.318, 1.357, -1.461], [0.564, 1.984, -0.177], [1.697, 1.236, 0.514], [2.897, 1.280, -0.304], [4.113, 1.053, 0.329], [4.458, 1.836, 1.440], [5.663, 1.695, 2.094], [6.596, 0.768, 1.660], [6.296, -0.013, 0.560], [5.080, 0.128, -0.080], [4.861, -0.703, -1.135], [2.654, 0.735, -1.623], [1.502, 1.495, -2.284], [-2.551, 0.027, -1.418], [-2.072, -1.063, -2.234], [-0.715, -1.585, -1.758], [-0.803, -2.311, -0.411], [0.548, -2.420, 0.243], [0.729, -2.013, 1.560], [1.980, -2.058, 2.154], [3.074, -2.504, 1.434], [2.904, -2.928, 0.127], [1.652, -2.889, -0.460], [-4.677, 1.504, 0.942], [-4.778, 2.824, 1.525], [-5.581, 0.535, 1.318], [-6.451, 0.764, 2.128], [-6.227, -2.624, 0.629], [-7.441, -1.342, 0.911], [-6.372, -1.840, 2.231], [-0.937, 1.436, -3.113], [-0.986, 2.915, -2.113], [-0.341, 1.922, 0.429], [0.832, 3.047, -0.297], [1.894, 1.680, 1.488], [1.384, 0.193, 0.664], [3.761, 2.587, 1.778], [5.882, 2.323, 2.945], [7.541, 0.654, 2.167], [6.989, -0.752, 0.188], [3.549, 0.862, -2.234], [2.397, -0.333, -1.578], [1.311, 1.062, -3.268], [1.787, 2.554, -2.414], [-1.988, -0.713, -3.268], [-2.824, -1.853, -2.182], [-0.035, -0.737, -1.659], [-0.328, -2.258, -2.523], [-1.233, -3.306, -0.556], [-1.473, -1.762, 0.254], [-0.118, -1.651, 2.126], [2.101, -1.730, 3.176], [4.053, -2.521, 1.889], [3.751, -3.281, -0.441], [1.535, -3.226, -1.480], [-5.785, 3.214, 1.375], [-4.043, 3.456, 1.034], [-4.583, 2.775, 2.597]]
}

***

{
  "formula": "C27H31NO4P2SZr",
  "method": "the ωB97M-V functional and the def2-TZVPD basis",
  "total_charge": 2,
  "total_energy_ev": -68856.952,
  "e_homo_ha": -0.4616,
  "lumo_ev": -8.58,
  "de_lowest_kcal_mol": 151.3,
  "gap_ha": 0.1463,
  "multiplicity": 1,
  "species": ["C", "C", "C", "C", "C", "C", "C", "C", "C", "C", "C", "C", "C", "H", "H", "H", "H", "H", "H", "H", "N", "Zr", "C", "H", "H", "C", "H", "H", "P", "P", "C", "H", "H", "H", "C", "H", "H", "H", "C", "H", "H", "H", "C", "H", "H", "H", "C", "O", "H", "C", "C", "C", "C", "C", "C", "C", "S", "O", "O", "O", "H", "H", "H", "H", "H", "H", "H"],
  "xyz": [[0.015, -4.376, 2.493], [0.209, -3.888, 1.193], [-0.960, -3.777, 0.384], [-2.268, -3.544, 1.061], [-2.306, -3.687, 2.461], [-1.247, -4.292, 3.121], [-3.361, -2.973, 0.343], [-3.123, -2.651, -1.021], [-1.788, -2.950, -1.635], [-1.429, -2.264, -2.826], [-2.477, -1.805, -3.640], [-3.774, -1.620, -3.108], [-4.016, -1.855, -1.755], [0.875, -4.790, 3.025], [-3.089, -3.158, 3.040], [-1.339, -4.648, 4.164], [-4.114, -2.423, 0.901], [-2.268, -1.580, -4.687], [-4.559, -1.220, -3.776], [-4.802, -1.273, -1.231], [-0.776, -3.437, -0.907], [0.525, 1.235, 0.330], [1.579, -3.311, 0.768], [1.925, -3.687, -0.218], [2.254, -3.727, 1.540], [0.029, -1.846, -3.116], [0.738, -2.699, -3.107], [-0.017, -1.480, -4.157], [1.843, -1.433, 0.903], [0.741, -0.376, -2.149], [0.215, 1.034, -3.206], [0.764, 1.955, -2.954], [0.419, 0.781, -4.257], [-0.857, 1.230, -3.066], [2.466, -0.518, -2.769], [2.481, -0.300, -3.847], [3.128, 0.188, -2.253], [2.820, -1.542, -2.602], [2.108, -1.235, 2.716], [2.731, -2.042, 3.137], [2.608, -0.271, 2.908], [1.132, -1.224, 3.221], [3.629, -1.346, 0.384], [3.958, -0.296, 0.387], [4.267, -1.923, 1.076], [3.735, -1.747, -0.633], [2.560, 1.955, -0.172], [3.596, 2.446, -0.403], [0.205, -0.424, 0.463], [1.501, 6.949, 1.352], [0.504, 5.821, 1.358], [-0.163, 5.471, 0.175], [-1.088, 4.406, 0.143], [-1.276, 3.687, 1.342], [-0.595, 3.997, 2.525], [0.313, 5.043, 2.489], [-1.989, 2.045, 1.234], [-3.378, 2.097, 1.550], [-1.675, 1.569, -0.186], [-1.081, 1.191, 2.114], [2.334, 6.773, 0.670], [1.029, 7.882, 1.058], [1.915, 7.074, 2.357], [0.082, 5.992, -0.732], [-1.603, 4.160, -0.766], [-0.757, 3.410, 3.434], [0.946, 5.244, 3.356]]
}

***

{
  "formula": "C27H31NO7",
  "method": "the ωB97M-V functional and the def2-TZVPD basis",
  "total_energy_ev": -44323.437,
  "e_homo_ha": -0.2748,
  "lumo_ev": 0.62,
  "de_lowest_kcal_mol": 0.0,
  "gap_ha": 0.2974,
  "multiplicity": 1,
  "smiles": "CCOC(=O)C(C(=O)OCC)(C(=O)OCC)[C@H](c1ccc(OC)cc1)c1cn(C)c2ccccc12",
  "species": ["C", "C", "O", "C", "O", "C", "C", "O", "O", "C", "C", "C", "O", "O", "C", "C", "C", "C", "C", "C", "C", "O", "C", "C", "C", "C", "C", "N", "C", "C", "C", "C", "C", "C", "C", "H", "H", "H", "H", "H", "H", "H", "H", "H", "H", "H", "H", "H", "H", "H", "H", "H", "H", "H", "H", "H", "H", "H", "H", "H", "H", "H", "H", "H", "H", "H"],
  "xyz": [[3.919, -2.777, 2.673], [3.502, -1.387, 2.275], [2.158, -1.446, 1.743], [1.597, -0.196, 1.655], [2.186, 0.792, 2.050], [0.302, -0.267, 0.866], [-0.809, 0.510, 1.563], [-0.674, 1.484, 2.316], [-2.038, 0.014, 1.230], [-3.191, 0.701, 1.776], [-4.375, -0.201, 2.013], [-0.073, -1.696, 0.797], [0.296, -2.406, -0.119], [-0.797, -2.277, 1.809], [-1.072, -3.746, 1.629], [-2.295, -4.054, 2.477], [0.870, 0.279, -0.709], [1.521, 1.649, -0.594], [0.679, 2.651, -0.144], [1.137, 3.891, 0.228], [2.486, 4.224, 0.084], [3.059, 5.317, 0.663], [2.283, 6.093, 1.541], [3.370, 3.245, -0.470], [2.898, 1.988, -0.824], [-0.108, 0.218, -1.779], [-1.089, 1.131, -2.195], [-1.886, 0.595, -3.143], [-2.992, 1.259, -3.787], [-1.423, -0.704, -3.433], [-1.826, -1.568, -4.444], [-1.007, -2.679, -4.727], [0.151, -2.896, -3.973], [0.482, -2.087, -2.895], [-0.315, -0.976, -2.609], [4.969, -2.828, 3.026], [3.303, -3.112, 3.524], [3.825, -3.499, 1.836], [3.510, -0.725, 3.147], [4.142, -0.969, 1.498], [-2.879, 1.126, 2.758], [-3.443, 1.485, 1.069], [-5.248, 0.352, 2.402], [-4.736, -0.725, 1.117], [-4.132, -0.955, 2.786], [-1.240, -3.963, 0.595], [-0.169, -4.290, 1.990], [-2.530, -5.127, 2.546], [-2.150, -3.661, 3.500], [-3.173, -3.609, 2.000], [1.569, -0.544, -0.738], [-0.396, 2.415, -0.018], [0.444, 4.600, 0.681], [2.926, 6.867, 1.893], [1.407, 6.536, 1.055], [1.940, 5.474, 2.377], [4.453, 3.487, -0.605], [3.574, 1.231, -1.248], [-1.191, 2.177, -1.910], [-3.566, 0.530, -4.377], [-3.663, 1.710, -3.040], [-2.594, 2.055, -4.434], [-2.722, -1.350, -5.034], [-1.249, -3.310, -5.574], [0.781, -3.763, -4.171], [1.311, -2.296, -2.193]]
}